Here is a structure of composition C25H23F6N7O21S6Y at a distorted geometry from OMol25. Energies are from wB97M-V/def2-TZVPD.

Last column: Mulliken charge in e.
Element x y z (Å)
Y -0.633 -0.052 -1.201  1.8916
N -0.544 -2.230 -1.652  0.0944
S 0.173 -3.560 -1.179  0.9074
O 1.260 -4.046 -1.978  -0.5942
O -0.723 -4.480 -0.522  -0.6305
F 1.039 -2.970 0.060  -0.2662
S -1.535 -2.990 -2.819  0.5633
O -2.944 -3.013 -2.547  -0.5278
O -0.955 -3.984 -3.670  -0.5732
F -1.467 -1.715 -3.784  -0.2368
N -4.466 1.883 -2.224  -0.0666
S -4.046 0.347 -2.823  1.4713
O -4.965 -0.729 -3.039  -0.6500
O -2.772 -0.005 -2.224  0.0551
F -3.537 0.821 -4.263  -0.2857
S -5.983 1.860 -2.686  0.8954
O -6.895 1.063 -1.927  -0.5726
O -6.183 2.123 -4.097  -0.6243
F -6.273 3.343 -2.069  -0.3425
N -0.306 1.142 -3.029  0.2691
S -0.635 2.828 -3.436  0.7486
O -1.753 3.313 -2.689  -0.4973
O -0.365 3.272 -4.779  -0.5659
F 0.512 3.456 -2.527  -0.2712
S 0.643 0.884 -4.255  0.7244
O 1.926 1.541 -4.161  -0.5764
O 0.055 0.604 -5.522  -0.6138
F 1.036 -0.582 -3.668  -0.2257
C -1.917 2.067 1.110  0.1222
O -1.980 1.882 -0.281  -0.3929
H -2.236 3.093 1.313  0.2812
H -2.498 1.311 1.665  0.0626
H -0.898 1.886 1.503  -0.5789
C 3.215 4.993 2.982  -0.4853
C 1.935 4.469 2.938  -0.7683
C 1.537 3.663 1.890  0.0556
C 2.426 3.408 0.853  -0.0919
C 3.718 3.948 0.876  -0.4695
C 4.111 4.708 1.949  -0.6126
N 2.073 2.510 -0.245  1.0204
O 0.944 2.064 -0.235  -0.1885
O 2.889 2.293 -1.110  -0.6028
H 3.460 5.595 3.846  0.4118
H 1.270 4.669 3.768  0.4120
H 0.550 3.218 1.852  0.4516
H 4.452 3.657 0.137  0.4458
H 5.118 5.100 1.999  0.4073
C -5.178 -4.375 2.882  -0.3964
C -3.840 -4.352 2.530  -0.9568
C -3.346 -3.356 1.689  0.1818
C -4.181 -2.309 1.328  0.2781
C -5.508 -2.272 1.775  -0.6358
C -6.004 -3.319 2.519  -0.4871
N -3.725 -1.244 0.467  0.8664
O -4.539 -0.542 -0.066  -0.5568
O -2.511 -1.184 0.235  -0.2516
H -5.597 -5.152 3.509  0.3954
H -3.202 -5.205 2.722  0.3886
H -2.395 -3.402 1.178  0.0895
H -6.211 -1.495 1.507  0.5106
H -7.020 -3.321 2.891  0.3826
C 5.978 -0.863 -3.527  -0.4954
C 6.266 -0.160 -2.380  -0.7201
C 5.270 -0.040 -1.408  -0.3176
C 4.091 -0.736 -1.583  0.3218
C 3.863 -1.598 -2.654  -0.1724
C 4.809 -1.611 -3.680  -0.7478
N 2.992 -0.528 -0.647  0.9424
O 1.874 -0.449 -1.102  -0.0909
O 3.276 -0.445 0.523  -0.5605
H 6.706 -0.892 -4.329  0.3788
H 7.133 0.480 -2.302  0.3679
H 5.339 0.683 -0.608  0.3498
H 2.915 -2.113 -2.733  0.3426
H 4.651 -2.288 -4.506  0.4444
C 2.589 -0.425 5.582  -0.4691
C 2.792 0.244 4.387  -1.2354
C 1.880 0.110 3.337  0.4620
C 0.883 -0.843 3.470  -0.0644
C 0.674 -1.532 4.665  -0.6872
C 1.506 -1.314 5.719  -0.5125
N 0.120 -1.232 2.313  0.8738
O 0.193 -0.556 1.293  0.0240
O -0.512 -2.263 2.336  -0.4942
H 3.152 -0.239 6.487  0.3747
H 3.649 0.893 4.273  0.4780
H 2.089 0.653 2.427  0.5063
H -0.131 -2.253 4.711  0.5176
H 1.375 -1.813 6.668  0.3957

Maximum force (eV/Å): 5.933
Orbital gap (Eh): 0.2040
Relative energy (zero: lowest compared OMol25 entry of this formula, charge and spin) (kJ/mol): 112.9
Total charge: -1

Here is a structure of composition C25H23FIrN3O4S at a distorted geometry from OMol25. Energies are from wB97M-V/def2-TZVPD.

Last column: Löwdin spin population.
Element x y z (Å)
Ir 0.266 0.180 0.177  0.6123
N -1.857 0.049 1.392  -0.0047
C -3.122 0.087 0.629  -0.0008
C -3.005 -0.630 -0.705  0.0026
C -2.320 0.345 -1.701  0.0092
O -2.905 0.617 -2.726  0.0124
O -1.193 0.805 -1.284  0.1493
H -1.804 -0.800 1.945  0.0000
H -1.824 0.829 2.041  0.0003
H -3.380 1.130 0.450  -0.0001
H -3.934 -0.353 1.214  -0.0002
H -3.985 -0.878 -1.103  0.0008
H -2.380 -1.524 -0.642  -0.0001
C -0.656 4.268 -5.813  0.0001
C 0.080 3.527 -4.740  0.0005
C 0.966 2.496 -5.050  -0.0002
C 1.673 1.844 -4.057  0.0008
C 1.484 2.229 -2.740  0.0014
C 0.603 3.243 -2.396  0.0011
C -0.090 3.887 -3.403  -0.0002
S 2.381 1.408 -1.472  0.0033
O 3.778 1.329 -1.750  0.0006
O 1.959 1.944 -0.183  -0.0023
N 1.679 -0.088 -1.400  0.0443
C 2.183 -1.326 -1.638  -0.0036
C 3.359 -1.633 -2.316  0.0166
C 3.751 -2.964 -2.473  -0.0016
C 3.006 -3.998 -1.963  0.0161
C 1.842 -3.726 -1.216  -0.0001
C 1.084 -4.716 -0.560  0.0040
C 0.018 -4.340 0.221  -0.0016
C -0.313 -2.991 0.321  0.0042
N 0.352 -2.040 -0.316  0.0024
C 1.429 -2.382 -1.066  0.0019
H -0.581 3.766 -6.774  0.0000
H -0.242 5.272 -5.922  0.0000
H -1.708 4.381 -5.555  0.0000
H 1.107 2.201 -6.081  0.0000
H 2.379 1.058 -4.295  0.0000
H 0.488 3.525 -1.359  0.0000
H -0.776 4.684 -3.151  0.0000
H 3.965 -0.823 -2.692  0.0009
H 4.669 -3.180 -3.001  -0.0005
H 3.323 -5.023 -2.102  0.0007
H 1.360 -5.758 -0.657  0.0001
H -0.561 -5.074 0.762  -0.0001
H -1.149 -2.675 0.928  0.0000
F 3.550 0.469 5.309  0.0089
C 2.757 0.359 4.246  0.0241
C 2.044 1.469 3.821  0.0010
C 1.192 1.332 2.741  0.0206
C 1.069 0.111 2.082  0.0411
C 1.793 -0.990 2.536  0.0340
C 2.653 -0.869 3.614  -0.0014
H 2.157 2.411 4.338  -0.0004
H 0.640 2.202 2.402  0.0011
H 1.705 -1.954 2.050  0.0014
H 3.234 -1.708 3.971  -0.0001

Maximum force (eV/Å): 4.039
Spin multiplicity: 2
Orbital gap (alpha / beta) (Eh): 0.2280 / 0.2056
Relative energy (zero: lowest compared OMol25 entry of this formula, charge and spin) (kJ/mol): 246.5
Total charge: +1

Here is a structure of composition C25H23N5O5Ti at a distorted geometry from OMol25. Energies are from wB97M-V/def2-TZVPD.

Last column: natural (NBO) charge in e.
Element x y z (Å)
Ti -0.234 0.125 -0.622  1.7895
O -0.317 1.395 0.515  -0.6597
C -1.064 2.428 0.876  0.2990
C -0.828 3.095 2.081  -0.2315
C -1.589 4.189 2.441  -0.1424
C -2.604 4.641 1.606  -0.1973
C -2.858 3.996 0.414  -0.1579
C -2.112 2.876 0.027  -0.1410
C -2.380 2.164 -1.204  0.4140
N -1.787 1.024 -1.587  -0.5710
C -2.324 0.682 -2.804  -0.0818
C -3.250 1.618 -3.158  -0.0365
N -3.273 2.534 -2.147  -0.4760
H -0.031 2.735 2.716  0.2385
H -1.388 4.706 3.365  0.2470
H -3.196 5.497 1.886  0.2472
H -3.643 4.368 -0.226  0.2130
H -2.004 -0.201 -3.332  0.2576
H -3.874 1.691 -4.026  0.2612
H -3.859 3.354 -2.120  0.4509
N -1.744 -0.859 0.722  -0.8229
C -2.383 -2.003 0.038  -0.2239
C -1.325 -3.043 -0.328  -0.5378
C -0.211 -2.455 -1.203  0.7859
O 0.825 -3.029 -1.420  -0.5377
O -0.451 -1.252 -1.655  -0.7127
H -1.369 -1.190 1.619  0.4140
H -2.461 -0.160 0.952  0.4145
H -2.864 -1.626 -0.875  0.2153
H -3.152 -2.469 0.669  0.2293
H -1.781 -3.872 -0.878  0.2814
H -0.864 -3.470 0.568  0.2482
O 1.792 -5.756 4.033  -0.6465
C 2.557 -4.670 3.964  0.7661
O 3.480 -4.481 4.693  -0.5011
C 2.211 -3.654 2.892  -0.1033
C 2.883 -3.681 1.672  -0.1877
C 2.691 -2.670 0.750  -0.1294
C 1.818 -1.615 1.039  0.0610
C 1.134 -1.592 2.258  -0.2288
C 1.341 -2.602 3.179  -0.1872
N 1.610 -0.576 0.128  -0.4868
C 2.623 -0.062 -0.467  0.2141
C 2.425 0.924 -1.510  0.1138
C 3.504 1.574 -2.113  -0.1604
C 3.261 2.453 -3.157  -0.1051
C 1.948 2.654 -3.560  -0.1986
C 0.927 1.994 -2.886  0.1000
N 1.147 1.149 -1.883  -0.4695
H 1.089 -5.824 3.374  0.4969
H 3.571 -4.483 1.451  0.2507
H 3.164 -2.725 -0.220  0.2325
H 0.531 -0.724 2.506  0.2172
H 0.847 -2.567 4.139  0.2438
H 3.644 -0.357 -0.216  0.2357
H 4.507 1.391 -1.759  0.2550
H 4.076 2.956 -3.653  0.2601
H 1.711 3.314 -4.379  0.2595
H -0.104 2.143 -3.188  0.2218

Maximum force (eV/Å): 3.146
Orbital gap (Eh): 0.2596
Relative energy (zero: lowest compared OMol25 entry of this formula, charge and spin) (kJ/mol): 0.0
Total charge: +2

Number 1: DFT total energy -162076.0275 eV. Number 2: DFT total energy -55342.0785 eV. Number 3: DFT total energy -67092.1137 eV.